No. 1
6
Properties=species:S:1:pos:R:3 method="wB97M-V/def2-TZVPD" mol_weight_g_mol=41.8 total_charge=+2 e_homo_ev=-22.3 relative_energy_kcal_mol=23.3
Al -0.6328 -2.5212 -0.4594
B 0.1049 0.5215 0.1221
H 0.6705 -0.4619 0.4334
H -0.4869 0.1951 -0.8056
H -0.6692 1.0356 0.8159
H 1.0134 1.2310 -0.1065

No. 2
16
Properties=species:S:1:pos:R:3 method="wB97M-V/def2-TZVPD" mol_weight_g_mol=214.0 total_charge=+1 e_homo_ev=-13.1 relative_energy_kcal_mol=76.1
C 0.7974 -0.3082 -0.4152
C -1.6052 0.2458 1.1037
C -0.3639 1.1510 0.8784
N 0.5345 -0.4020 -1.6388
N 1.2569 -0.8006 -2.7685
N 0.4316 1.3540 1.9213
I -0.9200 2.6901 -0.5812
H 1.7290 -0.6814 0.0260
H -1.4037 -0.8256 1.2442
H -2.1871 0.2084 0.1523
H -2.2632 0.5647 1.9634
H 1.9341 -1.5836 -2.6197
H 0.7346 -0.8287 -3.6562
H -0.4064 -0.1703 -1.9224
H 1.1976 1.9960 2.0609
H 0.0899 0.9322 2.7677

No. 3
52
Properties=species:S:1:pos:R:3 method="wB97M-V/def2-TZVPD" mol_weight_g_mol=502.3 total_charge=-1 e_homo_ev=-1.6 relative_energy_kcal_mol=136.4
C -1.0457 1.0546 -1.2712
C -0.7560 1.8064 0.0068
N 0.4392 1.3054 0.9351
C -0.1619 0.2368 1.8385
C -0.6843 -0.9802 1.1039
C 1.6324 0.6480 0.2059
C 2.1274 1.4039 -1.0012
H -1.9463 1.5210 -1.6898
H -0.2264 1.1794 -1.9811
H -1.2890 -0.0029 -1.1432
H -0.5594 2.8688 -0.1905
H -1.6100 1.7793 0.7024
H 0.6238 -0.0779 2.5201
H -0.9826 0.7702 2.4010
H -0.5515 -1.8407 1.7493
H -1.7459 -0.8871 0.8866
H -0.1684 -1.2081 0.1743
H 2.4021 0.6235 0.9957
H 1.3470 -0.3752 -0.0407
H 3.1867 1.1261 -1.1171
H 1.6366 1.0970 -1.9319
H 2.0737 2.4963 -0.8906
O -0.2938 -0.1534 5.4758
C -0.9404 0.5538 4.8262
Co -1.4752 1.8513 3.7647
C 0.9522 2.4785 1.6384
O 1.2250 3.4875 1.0175
C -3.0882 1.9555 3.1239
O -4.1463 1.9323 2.6623
C -0.4742 3.3624 4.9240
C -0.8655 3.2489 6.3163
C -2.0192 2.4982 6.6295
C -2.4387 2.3154 7.9448
C -1.7633 2.9394 8.9989
C -0.6669 3.7594 8.6948
C -0.2309 3.9365 7.3780
C 0.1658 2.9478 3.7671
C 1.2481 2.2774 3.0790
Co -0.7517 4.5290 3.5842
C -2.3997 4.6695 2.8496
O -3.3575 5.0340 2.3178
C -0.8207 5.8672 4.7261
O -0.9006 6.7444 5.4764
C 0.0436 5.4147 2.2104
O 0.3292 6.2035 1.4216
H -2.6495 2.0889 5.8239
H -3.3044 1.6766 8.1337
H -2.0964 2.7910 10.0292
H -0.1555 4.2700 9.5119
H 0.6015 4.6081 7.1657
H 2.2116 2.7730 3.3054
H 1.3418 1.2142 3.3441

No. 4
15
Properties=species:S:1:pos:R:3 method="wB97M-V/def2-TZVPD" mol_weight_g_mol=87.1 e_homo_ev=-9.4 relative_energy_kcal_mol=44.6 smiles=C[C@]1(CN)CO1
C -1.0560 -1.1181 0.1720
C 0.0574 -0.2146 -0.3142
C -0.0530 1.2479 0.0898
N 0.2727 1.4780 1.4915
C 0.9127 -0.6302 -1.4301
O 1.3687 -0.7457 -0.0927
H -2.0267 -0.6151 0.1189
H -1.1135 -2.0383 -0.4138
H -0.8692 -1.3971 1.2133
H -1.0724 1.6059 -0.0994
H 0.6189 1.8603 -0.5221
H 1.1883 1.0699 1.6671
H -0.3789 0.9704 2.0841
H 0.7109 -1.5784 -1.9277
H 1.4399 0.1052 -2.0367

No. 5
23
Properties=species:S:1:pos:R:3 method="wB97M-V/def2-TZVPD" mol_weight_g_mol=128.2 total_charge=+1 e_homo_ev=-13.3 relative_energy_kcal_mol=120.4
C -3.1862 -1.8181 -0.2904
C -3.2870 -0.6563 0.0118
C -0.0553 0.2474 -1.6264
C -0.6147 1.3270 0.5863
C 1.5359 1.3211 -0.2935
C 0.6076 -0.8642 0.2956
N 2.0005 -2.4423 0.9668
N 1.7445 -1.2664 0.5194
N 0.3226 0.4822 -0.2571
H -3.0421 -2.7653 -0.5676
H 1.2809 -3.0788 1.2400
H -3.3477 0.3381 0.3517
H 0.0199 1.2696 -2.0827
H 0.7236 -0.3742 -2.0933
H -1.0438 -0.2749 -1.6702
H -1.1548 2.0733 -0.0485
H -1.3983 0.5734 0.8847
H -0.1869 1.6517 1.6015
H 1.4481 1.9279 -1.1278
H 1.6809 1.9416 0.5160
H 2.3772 0.6039 -0.3311
H -0.3786 -1.2418 0.6449
H 3.0032 -2.7580 1.0690

No. 6
92
Properties=species:S:1:pos:R:3 method="wB97M-V/def2-TZVPD" mol_weight_g_mol=841.8 total_charge=+1 e_homo_ev=-11.2 relative_energy_kcal_mol=17.2
Ta -0.8851 -0.1168 -0.3299
C 0.6643 -2.1796 3.3553
C -0.0869 -3.1508 2.4965
C 0.1570 -4.5093 2.6488
C -0.5286 -5.4482 1.9017
C -1.5205 -5.0307 1.0385
C -1.8152 -3.6807 0.8768
C -2.9864 -3.3264 0.0111
C -1.0483 -2.7304 1.5643
N -1.3266 -1.3223 1.4294
C -1.9500 -0.8235 2.5281
O -2.2581 -1.4271 3.5347
C -2.3170 0.6253 2.3679
C -3.0669 1.3372 3.2953
C -3.4593 2.6293 2.9760
C -3.1358 3.1531 1.7323
C -2.3810 2.3737 0.8660
N -1.9629 1.1560 1.2027
C -2.1698 2.7202 -0.5844
O -2.5370 3.7852 -1.0308
N -1.6630 1.6653 -1.2776
C -2.1152 1.6492 -2.6350
C -3.4879 1.4368 -2.8486
C -4.4451 1.2347 -1.7071
C -3.9655 1.4550 -4.1504
C -3.1138 1.6502 -5.2236
C -1.7694 1.8659 -4.9983
C -1.2558 1.9001 -3.7071
C 0.1709 2.3080 -3.5015
H 1.6556 -2.5641 3.5870
H 0.1306 -2.0398 4.2966
H 0.7688 -1.2036 2.8816
H 0.8808 -4.8345 3.3795
H -0.3055 -6.4971 2.0083
H -2.1077 -5.7579 0.4985
H -3.7996 -4.0237 0.2115
H -2.7256 -3.4231 -1.0442
H -3.3471 -2.3157 0.2002
H -3.3371 0.8594 4.2240
H -4.0361 3.2064 3.6796
H -3.4605 4.1309 1.4140
H -4.0064 0.6332 -0.9066
H -5.3410 0.7337 -2.0623
H -4.7474 2.1995 -1.2950
H -5.0219 1.3254 -4.3237
H -3.5048 1.6497 -6.2290
H -1.1044 2.0408 -5.8297
H 0.8110 1.8756 -4.2675
H 0.5311 2.0194 -2.5205
H 0.2418 3.3914 -3.5754
C 4.3422 -2.6819 0.4201
C 3.0508 -1.9055 0.1268
C 1.9100 -2.9128 -0.0438
C 2.7777 -0.7969 1.1366
C 3.4464 -0.8498 2.3502
C 3.4078 0.1972 3.2512
C 2.7616 1.3579 2.8977
C 2.0410 1.4690 1.7045
C 1.5428 2.8872 1.4526
C 0.4980 3.2726 2.5070
C 1.0386 3.2511 0.0610
C 1.9661 0.3419 0.8652
N 1.1397 0.3243 -0.3217
C 1.9403 0.3182 -1.4658
C 3.1954 0.9417 -1.5477
C 3.9841 0.7980 -2.6722
C 3.5580 0.0434 -3.7549
C 2.3038 -0.5508 -3.7288
C 1.5360 -0.3868 -2.6001
F 0.2627 -0.9518 -2.5085
H 4.5654 -3.3297 -0.4250
H 4.2466 -3.3220 1.2936
H 5.1843 -2.0092 0.5652
H 3.2042 -1.4257 -0.8424
H 1.7709 -3.5077 0.8548
H 2.1616 -3.5893 -0.8572
H 0.9594 -2.4315 -0.2977
H 4.0227 -1.7215 2.6027
H 3.9386 0.1234 4.1881
H 2.8405 2.2117 3.5547
H 2.4230 3.5186 1.6317
H -0.3366 2.5778 2.5041
H 0.1193 4.2705 2.3017
H 0.9270 3.2744 3.5029
H 0.0577 2.8344 -0.1383
H 1.7241 2.9363 -0.7202
H 0.9430 4.3327 0.0024
H 3.5508 1.5201 -0.7091
H 4.9519 1.2766 -2.6892
H 4.2030 -0.0917 -4.6056
H 1.9310 -1.1334 -4.5552
F -2.0073 -1.0864 -1.4493

No. 7
47
Properties=species:S:1:pos:R:3 method="wB97M-V/def2-TZVPD" multiplicity=5 mol_weight_g_mol=816.7 s_squared=6.025 e_homo_ev="-7.9 / -8.2" relative_energy_kcal_mol=27.1
Ru 1.1970 0.0322 -0.0377
O 0.3165 -1.4086 -1.3839
C -0.5610 -1.2503 -2.4952
C 0.1830 -0.5433 -3.5609
C 0.9769 0.7200 -3.1585
C 0.2712 1.8258 -2.4035
C -0.1037 3.0235 -3.0779
C -0.4644 4.1154 -2.4263
C -0.5093 4.1153 -1.0057
C -0.0853 2.9846 -0.3359
N 0.3773 1.8557 -0.9986
H 0.6989 -2.3541 -1.2046
H -1.3724 -0.5984 -2.2091
H -0.9386 -2.2481 -2.7262
H -0.5330 -0.3341 -4.3498
H 0.9423 -1.1649 -4.0322
H 1.3523 1.1265 -4.1253
H 1.9012 0.4533 -2.6524
H 0.0406 3.1114 -4.1977
H -0.6076 5.0149 -3.0322
H -0.7130 4.9937 -0.4652
H 0.0349 3.0286 0.7542
Se 2.5064 1.7262 1.2589
Se 4.0516 0.7132 0.0574
Te 5.9422 -0.7717 -3.6559
Se 4.8726 -2.7120 -2.8947
C 1.3954 -4.2153 2.0674
S 1.9604 -3.1408 0.7960
O 3.3667 -3.3532 0.7239
O 1.2152 -3.5366 -0.4611
O 1.5464 -1.7468 1.1844
H 1.6143 -5.2845 1.7920
H 0.3519 -4.0633 2.2959
H 1.9790 -4.0032 2.9321
O -0.5571 1.2105 2.2614
B -0.2852 0.1156 1.3198
O -1.2437 -0.8462 1.5825
C -2.0818 -0.4034 2.5536
C -3.2010 -0.9749 3.1362
C -3.9767 -0.2347 4.0289
C -3.4896 0.9834 4.5119
C -2.3092 1.5558 3.9997
C -1.7056 0.8859 2.9564
H -3.5388 -1.9270 2.8730
H -4.8970 -0.5843 4.3448
H -4.1532 1.5914 5.1361
H -1.7671 2.5169 4.3243

No. 8
51
Properties=species:S:1:pos:R:3 method="wB97M-V/def2-TZVPD" mol_weight_g_mol=420.4 e_homo_ev=-8.5 relative_energy_kcal_mol=22.2 smiles="Cc1cc(=O)oc2cc(OCC(=O)OCC(=O)N(CCC#N)c3ccccc3)ccc12"
C -0.2447 3.9739 -4.3555
C -0.9367 3.7965 -3.0434
C -1.4140 4.8528 -2.3476
C -2.0906 4.7168 -1.0747
O -2.5325 5.6251 -0.4170
O -2.2305 3.4401 -0.5872
C -1.7660 2.3643 -1.2548
C -1.9718 1.1246 -0.6511
C -1.5102 -0.0243 -1.2708
O -1.6340 -1.2844 -0.7962
C -2.0762 -1.5172 0.5183
C -1.2894 -2.6561 1.1433
O -1.5274 -3.1052 2.2324
O -0.2815 -3.0600 0.3723
C 0.5712 -4.0369 0.9553
C 1.2237 -3.5248 2.2449
O 1.3920 -4.2561 3.1956
N 1.5087 -2.1936 2.2887
C 1.7400 -1.6298 3.6106
C 0.4536 -1.6242 4.4579
C -0.5573 -0.7840 3.8797
N -1.3278 -0.0985 3.3838
C 1.7222 -1.3867 1.1452
C 2.5613 -1.8416 0.1323
C 2.7950 -1.0579 -0.9819
C 2.2207 0.1972 -1.0859
C 1.4157 0.6673 -0.0636
C 1.1629 -0.1172 1.0472
C -0.8634 0.0762 -2.5139
C -0.6701 1.2953 -3.1059
C -1.1092 2.4765 -2.4907
H -0.1966 5.0264 -4.6200
H -0.7795 3.4396 -5.1392
H 0.7686 3.5780 -4.3064
H -1.3160 5.8641 -2.7094
H -2.4950 1.1162 0.2910
H -1.9261 -0.6556 1.1811
H -3.1432 -1.7752 0.5325
H 1.3016 -4.2982 0.1902
H -0.0030 -4.9272 1.2347
H 2.4803 -2.2507 4.1262
H 2.1342 -0.6195 3.4899
H 0.6801 -1.2694 5.4662
H 0.0592 -2.6424 4.5201
H 3.0446 -2.8024 0.2294
H 3.4423 -1.4251 -1.7642
H 2.4066 0.8105 -1.9540
H 0.9750 1.6504 -0.1288
H 0.5240 0.2586 1.8303
H -0.5211 -0.8342 -2.9780
H -0.1693 1.3483 -4.0591